1.
Here is a molecular structure, C31H52CeNOSi4 from the Open Molecules 2025 dataset. Energies are from the ωB97M-V functional and the def2-TZVPD basis.

Calculated values
- E_tot (hartree) = -2975.6363
- HOMO level (spin up / spin down) (eV) = -5.8 / -5.8
- <S²> = 0.75
- ΔE to the lowest compared entry with this formula, charge and spin (kJ/mol) = 0.00
- HOMO-LUMO gap (spin up / spin down) (eV) = 5.6 / 5.6

Geometry as ORCA input:
```
! wB97M-V def2-TZVPD RIJCOSX def2/J DEFGRID3
* xyz 0 2
C 2.64 -0.54 0.64
C 2.93 -1.14 -0.62
C 2.89 -0.11 -1.62
H 3.18 -2.19 -0.79
C 2.59 1.13 -0.97
C 2.45 0.87 0.43
H 2.50 2.10 -1.46
C -0.71 -2.43 0.61
C 0.41 -3.01 -0.06
C 0.14 -2.98 -1.45
H 1.29 -3.44 0.44
C -1.10 -2.32 -1.67
C -1.63 -1.97 -0.39
H 3.14 -0.24 -2.67
H 2.26 1.61 1.21
H 2.56 -1.06 1.60
H -2.61 -1.53 -0.20
H 0.74 -3.45 -2.22
H -0.87 -2.38 1.68
Ce 0.46 -0.38 -0.62
C -1.85 -2.17 -2.98
C -3.25 -2.79 -2.81
C -1.10 -2.89 -4.10
H -3.18 -3.81 -2.40
H -3.77 -2.86 -3.78
H -3.88 -2.20 -2.14
H -1.10 -3.98 -3.93
H -0.06 -2.55 -4.19
H -1.59 -2.71 -5.07
C -2.05 -0.67 -3.36
C -0.81 0.13 -3.66
H -2.58 -0.15 -2.54
H -2.72 -0.62 -4.24
O 0.07 0.29 -2.76
N -0.67 0.74 -4.83
C 0.31 1.85 -4.95
H -1.47 0.75 -5.46
C 1.69 1.32 -5.27
C 2.82 1.98 -4.76
H 2.67 2.86 -4.14
C 4.09 1.48 -5.05
H 4.96 2.00 -4.64
C 4.23 0.34 -5.85
H 5.22 -0.03 -6.08
C 3.11 -0.31 -6.36
H 3.20 -1.20 -6.99
C 1.83 0.20 -6.08
H 0.93 -0.29 -6.47
H 0.33 2.46 -4.03
H -0.04 2.47 -5.77
C -3.76 1.19 1.99
Si -2.70 0.01 3.03
C -3.03 0.27 4.87
C -3.24 -1.77 2.71
Si -0.43 0.52 2.52
Si -0.18 2.84 2.82
C -1.13 3.34 4.38
C 1.62 3.39 3.05
C -0.89 3.69 1.29
Si 0.93 -0.51 4.15
C 0.39 -0.03 5.90
C 0.79 -2.38 3.92
C 2.77 -0.05 4.09
H -4.82 0.99 2.20
H -3.60 1.03 0.91
H -3.56 2.25 2.20
H -4.11 0.21 5.03
H -2.56 -0.53 5.47
H -2.68 1.24 5.25
H -3.22 -2.05 1.65
H -2.61 -2.49 3.25
H -4.27 -1.91 3.07
H -0.77 2.81 5.27
H -0.96 4.42 4.54
H -2.21 3.18 4.29
H 2.25 3.17 2.18
H 1.63 4.48 3.18
H 2.09 2.93 3.93
H -0.32 3.43 0.38
H -1.94 3.44 1.11
H -0.82 4.79 1.41
H -0.64 -0.34 6.14
H 1.07 -0.54 6.60
H 0.47 1.05 6.07
H 1.17 -2.72 2.95
H 1.39 -2.88 4.70
H -0.24 -2.75 4.03
H 3.26 -0.28 3.14
H 2.94 1.01 4.30
H 3.29 -0.63 4.87
*
```

2.
Here is 16 unconnected molecules or ions with the total composition C31H52N15PS from the Open Molecules 2025 dataset. Energies are from the ωB97M-V functional and the def2-TZVPD basis.

Calculated values
- E_tot (hartree) = -2773.0607
- HOMO level (eV) = -8.4
- HOMO-LUMO gap (eV) = 8.4

Geometry as ORCA input:
```
! wB97M-V def2-TZVPD RIJCOSX def2/J DEFGRID3
* xyz 0 1
C 5.10 -1.92 -0.45
P 3.22 -2.30 -0.55
S 1.05 -2.57 -0.85
H 5.47 -1.58 -1.47
H 5.23 -1.05 0.26
H 5.70 -2.83 -0.15
H 2.97 -1.47 0.60
H 3.41 -3.70 -0.30
H 3.24 -1.77 -1.89
H 0.55 -1.32 -0.52
C -0.30 2.10 -0.78
C 1.02 1.41 -0.82
N 2.05 0.87 -0.85
H -0.88 1.74 0.08
H -0.16 3.17 -0.70
H -0.86 1.88 -1.70
C -1.09 5.25 -3.50
C 0.01 5.01 -2.52
N 0.86 4.82 -1.75
H -2.05 5.24 -2.99
H -0.95 6.23 -3.97
H -1.07 4.47 -4.27
C -1.14 0.23 -4.91
C -1.55 1.63 -4.63
N -1.87 2.73 -4.41
H -0.39 0.21 -5.70
H -0.72 -0.22 -4.01
H -2.01 -0.35 -5.22
C 4.58 1.69 -3.71
C 4.01 1.39 -5.05
N 3.57 1.15 -6.10
H 4.42 2.74 -3.47
H 4.09 1.07 -2.95
H 5.65 1.48 -3.71
C -0.82 -5.31 1.03
C -2.21 -5.11 0.51
N -3.28 -4.96 0.11
H -0.81 -5.18 2.12
H -0.48 -6.31 0.79
H -0.15 -4.58 0.58
C -5.69 -2.64 -0.41
C -6.15 -1.86 -1.59
N -6.52 -1.24 -2.51
H -5.06 -2.02 0.22
H -6.55 -2.99 0.16
H -5.12 -3.51 -0.75
C 0.27 -3.12 4.28
C 1.43 -3.67 3.52
N 2.34 -4.09 2.92
H -0.59 -3.78 4.17
H 0.53 -3.04 5.34
H 0.02 -2.13 3.90
C -8.58 1.19 -4.28
C -9.99 1.60 -4.07
N -11.10 1.92 -3.92
H -8.32 0.38 -3.59
H -8.44 0.84 -5.30
H -7.91 2.03 -4.10
C -1.24 -2.99 8.12
C -1.79 -3.29 6.77
N -2.22 -3.52 5.71
H -1.40 -1.93 8.36
H -1.74 -3.61 8.87
H -0.17 -3.19 8.14
C 5.91 4.87 -5.87
C 6.20 4.60 -4.44
N 6.43 4.39 -3.29
H 6.67 5.53 -6.29
H 5.90 3.94 -6.43
H 4.93 5.35 -5.97
C 7.69 7.85 -1.86
C 7.29 8.29 -3.21
N 6.97 8.64 -4.27
H 7.60 6.77 -1.77
H 8.73 8.13 -1.67
H 7.06 8.32 -1.11
C -4.80 7.66 -4.71
C -4.11 7.24 -3.46
N -3.57 6.91 -2.48
H -4.78 8.75 -4.80
H -4.29 7.23 -5.58
H -5.83 7.32 -4.70
C -5.10 -5.57 8.25
C -3.80 -5.36 8.94
N -2.78 -5.19 9.47
H -5.72 -4.67 8.33
H -4.93 -5.79 7.20
H -5.63 -6.40 8.72
C -1.23 -7.74 6.71
C -2.60 -7.56 6.16
N -3.67 -7.42 5.74
H -1.24 -7.61 7.79
H -0.86 -8.74 6.47
H -0.55 -7.00 6.27
C 5.40 -0.16 3.54
C 6.54 -0.71 2.77
N 7.45 -1.15 2.17
H 4.53 -0.82 3.44
H 5.66 -0.09 4.60
H 5.14 0.83 3.17
*
```